Record 1
Density functional theory data (ωB97M-V/def2-TZVPD) for one molecule with the formula C2H3N2P.

Calculated values
Lowest unoccupied orbital energy (alpha / beta) in hartree: -0.0436 / -0.0563
Spin multiplicity: 1
Kohn-Sham gap (alpha / beta) in eV: 7.70 / 6.76
Charge: 0
Largest force on an atom in hartree/bohr: 0.11412
HOMO energy (alpha / beta) in Eh: -0.3267 / -0.3047

Structure (XYZ):
```
8
C2H3N2P | OMol25 | ωB97M-V/def2-TZVPD
C -1.74118 0.67586 -0.02755
C -2.68267 1.43945 0.08161
N -0.77859 -0.27900 0.00638
N 0.52773 -0.10484 0.07603
P 1.50477 1.23511 -0.00423
H -1.07499 -1.26554 -0.30452
H 1.00524 -0.94056 0.44375
H 0.86739 1.79940 -1.00027
```

=====

Record 2
Density functional theory data (ωB97M-V/def2-TZVPD) for a 2-piece molecular cluster, C2H3N2PS3 overall.

Calculated values
Lowest unoccupied orbital energy (alpha / beta) in hartree: -0.1003 / -0.1207
Spin multiplicity: 1
Kohn-Sham gap (alpha / beta) in eV: 6.47 / 5.92
Charge: 0
Largest force on an atom in hartree/bohr: 0.08243
HOMO energy (alpha / beta) in Eh: -0.3380 / -0.3384

Structure (XYZ):
```
11
C2H3N2PS3 | OMol25 | ωB97M-V/def2-TZVPD
C -1.19792 -0.77959 1.47817
C 0.02483 1.24091 -0.06187
N -1.72879 -1.20189 2.41951
N 0.05620 1.69224 -1.33328
P -0.26273 -0.58330 0.02784
S 0.29691 2.33822 1.19586
S -1.23655 -1.29116 -1.52117
S 2.40465 -2.11741 0.63971
H 0.23997 0.89337 -1.94032
H 0.16149 2.60898 -1.64635
H 1.24194 -2.80036 0.74189
```